Entry 1:
{"formula": "C4H8O2", "method": "ωB97M-V/def2-TZVPD", "elements": ["C", "O", "C", "O", "H", "H", "H", "H", "C", "C", "H", "H", "H", "H"], "positions_angstrom": [[1.82365, 1.50684, -0.00992], [0.69409, 0.65544, 0.15273], [-0.32206, 0.96874, -0.67989], [-1.42936, 1.21276, -0.30358], [1.59505, 2.32649, -0.69984], [2.69089, 0.95180, -0.37510], [2.02921, 1.92853, 0.97514], [-0.02611, 0.97020, -1.74601], [-0.60071, -1.98545, 0.68638], [-1.76572, -1.55085, 0.22234], [0.00890, -2.70157, 0.14091], [-0.19076, -1.61040, 1.62047], [-2.34088, -0.79728, 0.75179], [-2.16621, -1.87525, -0.73542]], "atomic_forces_ev_per_a": [[0.307, 0.207, -0.041], [-0.273, 0.082, 0.124], [-0.447, 0.261, -0.018], [0.412, -0.108, -0.247], [0.151, -0.085, 0.076], [-0.117, -0.013, 0.062], [0.129, 0.019, -0.157], [-0.023, 0.092, 0.111], [-0.148, -0.015, -0.044], [0.100, -0.135, 0.078], [-0.117, 0.059, 0.053], [-0.091, -0.090, -0.117], [0.061, -0.212, -0.034], [0.056, -0.063, 0.152]], "nbo_charge": [-0.26, -0.54, 0.67, -0.54, 0.18, 0.19, 0.20, 0.10, -0.40, -0.39, 0.19, 0.20, 0.21, 0.19], "smiles": "COC=O.C=C", "spin_multiplicity": 1, "homo_ev": -9.72, "e_lumo_ev": 0.9, "de_lowest_kcal_mol": 54.6, "gap_ev": 10.596}

=====

Entry 2:
{"formula": "C3H5F2N3", "method": "ωB97M-V/def2-TZVPD", "elements": ["C", "C", "C", "N", "N", "N", "F", "F", "H", "H", "H", "H", "H"], "positions_angstrom": [[-0.67524, 1.57962, -0.41580], [0.27866, -0.83030, -1.14940], [1.55508, -0.52048, -0.98570], [-1.61574, 1.04275, 0.13543], [-0.43993, -1.53818, -0.27403], [0.34596, 2.00937, -0.85345], [-0.29348, -0.69242, -2.37156], [2.33526, 0.03919, -2.05022], [-2.40973, 1.53784, 0.48652], [2.04171, -0.64936, -0.12384], [-1.31456, -1.09966, 0.10152], [0.04273, -1.87261, 0.55574], [1.40509, 1.78519, -0.73025]], "atomic_forces_ev_per_a": [[1.218, -0.421, 0.979], [-8.428, -0.560, -1.919], [7.796, 3.105, -3.618], [-1.549, -0.715, 0.014], [-0.611, -0.397, 1.650], [3.106, 0.603, -0.977], [0.427, -0.357, -0.128], [-1.888, -1.328, 2.170], [-0.205, 0.315, 0.176], [2.219, -0.498, 2.856], [0.368, 0.028, -0.779], [0.354, -0.163, -0.395], [-2.807, 0.388, -0.029]], "nbo_charge": [0.65, 0.35, 0.19, -0.82, -0.75, -0.74, -0.31, -0.33, 0.40, 0.15, 0.41, 0.37, 0.43], "spin_multiplicity": 3, "homo_ev": [-4.92, -9.72], "e_lumo_ev": [0.7, -1.9], "de_lowest_kcal_mol": 0.0, "gap_ev": [5.623, 7.846]}

=====

Entry 3:
{"formula": "C2H4NO4P", "method": "ωB97M-V/def2-TZVPD", "elements": ["C", "C", "N", "O", "O", "O", "O", "P", "H", "H", "H", "H"], "positions_angstrom": [[1.92626, -0.01788, -0.14286], [-0.26484, 0.53625, 0.61561], [-0.55766, 1.66543, 0.15228], [-2.73472, -0.83567, 0.80443], [-0.77876, -2.29374, 0.19927], [-0.32348, 2.12919, -1.01299], [-1.66556, -0.63259, -1.50937], [-1.54359, -1.01770, -0.07213], [1.95317, 0.54365, -1.03195], [2.26057, 0.42954, 0.69599], [2.05950, -1.08260, -0.48386], [-0.33088, 0.57612, 1.78558]], "atomic_forces_ev_per_a": [[-0.815, -2.800, -3.049], [-1.504, -2.806, 3.014], [2.237, 2.778, -2.635], [-0.759, 0.841, 0.931], [0.550, -0.005, 0.254], [-1.318, 0.087, 1.068], [-0.084, 0.484, -0.718], [1.068, -1.388, -0.584], [-0.391, 1.258, -0.788], [1.250, 0.874, 2.772], [-0.361, 0.934, 1.450], [0.126, -0.257, -1.713]], "nbo_charge": [-0.57, -0.35, -0.01, -1.22, -1.24, -0.42, -1.22, 2.39, 0.16, 0.15, 0.19, 0.16], "spin_multiplicity": 3, "homo_ev": [0.97, 0.35], "e_lumo_ev": [7.0, 6.4], "de_lowest_kcal_mol": 32.4, "gap_ev": [6.067, 6.084], "total_charge": -2}

=====

Entry 4:
{"formula": "C11H33O13", "method": "ωB97M-V/def2-TZVPD", "elements": ["O", "C", "O", "O", "H", "C", "O", "H", "H", "H", "H", "C", "O", "H", "H", "H", "H", "C", "C", "O", "O", "H", "H", "H", "H", "H", "H", "C", "C", "O", "O", "H", "H", "H", "H", "H", "H", "C", "C", "O", "O", "H", "H", "H", "H", "H", "H", "C", "C", "O", "O", "H", "H", "H", "H", "H", "H"], "positions_angstrom": [[-1.28675, 1.24200, -0.23759], [-0.35752, 0.41136, 0.36738], [-0.02781, -0.60408, -0.30142], [0.15720, 0.77515, 1.44381], [-1.70449, 0.55808, -0.79457], [0.82049, 3.72227, -0.33643], [-0.51780, 4.03540, 0.01647], [1.26037, 3.05645, 0.41239], [0.88636, 3.16195, -1.27470], [1.36167, 4.66221, -0.38325], [-1.08968, 3.26799, -0.09984], [0.65465, 3.76217, 3.17556], [1.30033, 2.52836, 3.42777], [0.44584, 4.29917, 4.10030], [1.24436, 4.40262, 2.50458], [-0.28221, 3.59871, 2.63004], [0.98171, 1.91400, 2.74839], [-1.86148, 1.37511, -5.62895], [-1.30516, 0.93954, -4.31938], [-2.18792, 1.29772, -3.26538], [-0.79836, 1.25318, -6.61768], [-2.16050, 2.42652, -5.62987], [-2.66659, 0.73194, -5.99784], [-0.33641, 1.41620, -4.13118], [-1.09744, -0.13612, -4.30395], [-1.71831, 1.37955, -2.43521], [-1.08940, 1.72946, -7.39721], [0.50604, -2.35357, 3.77623], [0.39896, -1.08514, 4.56050], [-0.53210, -0.14147, 4.05785], [-0.54047, -3.28629, 4.05611], [1.48134, -2.83185, 3.89789], [0.45743, -2.17874, 2.69335], [1.37688, -0.62520, 4.78355], [0.13776, -1.30255, 5.60750], [-0.12387, 0.13292, 3.21174], [-1.27969, -2.99209, 3.50652], [3.40746, -0.51001, -0.49280], [3.16150, -0.82939, -1.94769], [1.96684, -1.54556, -2.13097], [2.77084, 0.75218, -0.12354], [4.43227, -0.39138, -0.12696], [2.95704, -1.28153, 0.13938], [3.95752, -1.47727, -2.33550], [3.23552, 0.09945, -2.53000], [1.22896, -1.03467, -1.76377], [2.04432, 0.52865, 0.47634], [-2.58760, -3.85394, 0.78547], [-1.30691, -3.98773, -0.02388], [-1.25068, -3.00624, -1.04229], [-2.73503, -2.53080, 1.29506], [-2.55105, -4.45593, 1.69817], [-3.50159, -4.18309, 0.28132], [-1.26536, -4.93453, -0.55842], [-0.46863, -3.83297, 0.65921], [-0.95623, -2.14161, -0.69883], [-3.04665, -1.92659, 0.61624]], "atomic_forces_ev_per_a": [[-0.633, -0.905, 0.074], [2.074, -0.402, 0.451], [-0.838, 0.234, 0.192], [-0.519, 0.241, -0.563], [-0.191, 0.608, -0.126], [-0.399, -0.797, 0.348], [-0.262, 0.500, -0.194], [0.206, 0.218, 0.060], [0.011, 0.313, -0.181], [0.136, -0.026, -0.111], [0.344, -0.158, 0.072], [-0.273, -0.084, -0.770], [0.033, 0.098, 0.035], [0.108, -0.123, 0.119], [0.139, 0.020, 0.254], [-0.033, 0.064, 0.255], [0.090, 0.113, 0.084], [0.470, 0.184, -1.713], [0.908, -0.211, 1.273], [-0.784, -0.040, -0.342], [-0.083, -0.065, 0.519], [-0.287, -0.135, 0.436], [-0.285, 0.175, 0.493], [-0.035, 0.124, -0.389], [-0.195, -0.019, -0.154], [0.399, 0.142, -0.107], [0.013, -0.017, -0.080], [-0.008, -0.476, -1.077], [0.261, 0.733, 1.662], [0.750, -0.535, -0.373], [-0.025, 0.065, -0.027], [-0.153, -0.186, 0.530], [0.130, 0.549, 0.063], [0.147, 0.078, -0.934], [-0.616, -0.357, -0.325], [-0.715, 0.199, 0.132], [-0.036, -0.079, 0.211], [-0.667, 1.106, 1.404], [0.836, -0.290, 0.025], [-0.183, 0.228, -0.405], [0.074, -0.721, -0.238], [0.251, -0.231, -0.770], [0.062, -0.235, -0.276], [-0.046, -0.024, 0.140], [-0.305, 0.014, 0.050], [0.017, -0.080, 0.235], [-0.024, 0.231, -0.055], [-0.284, 0.051, 0.719], [-0.267, 0.989, -0.296], [-0.375, 0.079, -0.298], [-0.038, 0.002, 0.245], [0.280, -0.235, -0.133], [0.158, 0.161, -0.450], [0.147, -0.293, 0.354], [0.147, -0.383, 0.012], [0.237, -0.246, 0.145], [0.135, -0.165, -0.209]], "nbo_charge": [-0.75, 0.99, -0.84, -0.81, 0.49, -0.25, -0.76, 0.18, 0.16, 0.17, 0.49, -0.25, -0.75, 0.16, 0.15, 0.18, 0.50, -0.08, -0.09, -0.74, -0.73, 0.17, 0.16, 0.18, 0.18, 0.48, 0.46, -0.10, -0.11, -0.73, -0.74, 0.17, 0.18, 0.16, 0.17, 0.50, 0.48, -0.10, -0.09, -0.73, -0.76, 0.17, 0.18, 0.16, 0.16, 0.50, 0.49, -0.09, -0.09, -0.76, -0.74, 0.17, 0.16, 0.17, 0.17, 0.51, 0.47], "spin_multiplicity": 1, "homo_ev": -6.87, "e_lumo_ev": 2.5, "gap_ev": 9.420, "total_charge": -1}

=====

Entry 5:
{"formula": "C8H11O", "method": "ωB97M-V/def2-TZVPD", "elements": ["C", "C", "C", "C", "C", "C", "C", "C", "O", "H", "H", "H", "H", "H", "H", "H", "H", "H", "H", "H"], "positions_angstrom": [[-0.72757, 1.33434, 0.49029], [-0.88888, -1.14718, 0.94038], [-1.73337, 0.07569, 0.49211], [-1.74539, -0.21979, -0.98879], [-0.35833, -0.20572, -1.31990], [0.36594, 0.84890, -0.40576], [0.22839, -1.04921, -0.15591], [2.63929, -0.21145, 0.10971], [1.19053, 0.02883, 0.41338], [-1.09430, 2.14781, -0.08330], [-0.50667, 1.62524, 1.57011], [-0.24542, -1.08400, 1.91673], [-1.52779, -2.08915, 0.99848], [-2.67223, 0.20878, 0.99896], [-2.52291, -0.60746, -1.76728], [-0.03154, -0.38323, -2.32050], [0.72638, 1.77176, -0.90636], [2.83414, -1.30573, 0.33072], [2.72152, -0.00851, -1.04031], [3.34820, 0.27008, 0.72722]], "atomic_forces_ev_per_a": [[-1.703, -1.383, 2.080], [1.408, -0.304, 1.518], [0.930, 0.521, 0.150], [-1.521, -0.289, -1.980], [1.210, -0.474, 0.507], [-1.222, 3.124, -0.618], [-0.978, -1.961, 0.673], [-0.629, -2.393, -3.273], [1.854, -0.854, 0.217], [-1.137, 0.960, 0.041], [0.243, -0.202, -1.682], [-1.788, 0.079, -1.388], [1.154, 1.027, -0.520], [-0.256, 0.100, 0.121], [1.266, 0.885, 2.025], [0.352, 0.007, -0.460], [1.209, -1.180, 0.114], [-0.665, 1.162, -0.558], [0.319, -0.353, 2.335], [-0.044, 1.528, 0.697]], "nbo_charge": [-0.41, -0.52, -0.27, -0.03, -0.41, 0.08, 0.39, -0.26, -0.38, 0.24, 0.26, 0.25, 0.28, 0.26, 0.27, 0.27, 0.27, 0.24, 0.22, 0.24], "spin_multiplicity": 1, "homo_ev": [-12.56, -13.53], "e_lumo_ev": [-5.4, -4.5], "de_lowest_kcal_mol": 84.5, "gap_ev": [7.177, 9.047], "total_charge": 1}

=====

no.,E (eV)
1,-8370.9143
2,-13090.7418
3,-21103.0671
4,-38560.2336
5,-10507.9028